(1)
This record from the OMol25 dataset describes the molecule C25H34BrNO6 at a distorted geometry. The level of theory is ωB97M-V/def2-TZVPD.

XYZ file:
```
67
Properties=species:S:1:pos:R:3:forces:R:3:mulliken_charge:R:1
C 0.76073 -2.20150 2.53965 0.06 -0.52 -0.67 -1.442
C 1.55367 -2.03422 1.25653 -0.34 0.05 1.14 0.994
C 2.91331 -1.81799 1.24252 -0.27 0.01 0.75 -0.932
C 3.54993 -1.72062 0.03573 1.07 0.23 0.74 -0.763
C 2.89880 -1.82156 -1.16741 0.33 0.19 -1.48 0.753
C 3.78058 -1.74686 -2.41243 -0.08 -0.27 -0.17 0.267
C 4.03246 -0.30920 -2.93415 0.06 -0.47 0.12 -1.243
C 3.35078 -2.69900 -3.54610 0.79 0.37 0.06 -1.699
C 1.51891 -1.99128 -1.14720 0.38 0.05 -0.25 0.233
O 0.73899 -2.09399 -2.28692 0.12 0.32 -0.03 -0.601
C 0.50357 -0.86445 -2.97046 -0.81 0.13 -0.17 -1.377
C 0.22396 0.31229 -2.06387 0.64 0.46 0.20 1.217
C -0.72368 0.36108 -1.12587 0.10 -0.06 -0.18 -0.277
O -1.55495 -0.68204 -0.90047 -0.18 0.74 -0.25 -0.126
C -2.85281 -0.46941 -1.48744 -0.47 -0.30 0.60 -0.628
C -3.89718 -1.31534 -0.68581 1.48 -0.18 -0.31 -0.961
N -3.41788 -1.60496 0.67303 -1.20 0.19 -0.36 -0.034
C -4.43905 -1.41502 1.70568 0.68 0.03 0.51 -1.235
C -4.29077 -0.09026 2.47108 -0.58 0.24 -0.28 0.366
C -4.76073 1.13653 1.66815 0.47 -0.06 0.23 -1.090
O -2.93774 0.02603 2.85782 0.19 -0.27 0.15 -0.522
C -0.88284 1.60109 -0.27902 -0.63 0.23 0.67 0.394
O -1.90059 1.79374 0.36103 0.55 -0.23 -0.35 -0.568
C 0.23936 2.59807 -0.19877 0.36 0.19 0.18 0.828
C 0.28663 3.61479 0.90941 0.13 0.52 -0.21 -2.118
C 1.35354 3.32676 1.99530 -0.93 0.32 0.70 0.621
C 0.68321 3.11730 3.38547 0.33 -0.84 -0.43 -1.274
O 2.18931 4.47630 2.07920 0.17 0.01 -0.41 -0.530
C 1.17956 2.55441 -1.14487 -0.21 -0.86 -0.35 0.155
Br 2.68921 3.68369 -1.24502 -0.45 -0.22 0.02 -0.050
C 1.04779 1.54100 -2.25945 0.73 0.54 -0.87 -0.075
O 1.58931 1.76324 -3.32993 -0.36 -0.37 0.67 -0.574
C 0.88807 -2.09963 0.06563 -1.20 -0.41 -0.10 -0.003
H 0.45474 -1.24474 2.96355 0.13 -0.09 0.18 0.210
H -0.14105 -2.76230 2.28182 -0.09 0.18 0.21 0.371
H 1.31515 -2.82762 3.24120 0.01 0.35 0.22 0.457
H 3.42878 -1.74803 2.19391 0.24 0.01 -0.15 0.420
H 4.62356 -1.55980 0.06414 0.00 -0.06 -0.28 0.409
H 4.76003 -2.12409 -2.10045 -0.14 0.00 0.20 0.697
H 5.08671 -0.18439 -3.19371 -0.10 -0.07 -0.16 0.356
H 3.43383 -0.14710 -3.83005 0.00 0.38 0.10 0.393
H 3.82354 0.44100 -2.17089 -0.18 0.03 -0.12 0.163
H 2.45346 -2.36941 -4.06331 -0.08 -0.18 0.08 0.261
H 4.17307 -2.69860 -4.27116 -0.17 -0.06 -0.08 0.487
H 3.25607 -3.72044 -3.17510 -0.27 0.06 -0.05 0.358
H 1.29088 -0.60272 -3.67931 0.18 -0.04 0.25 0.290
H -0.39829 -1.02509 -3.57073 0.11 -0.21 0.03 0.610
H -3.14075 0.58367 -1.44296 0.27 -0.01 -0.01 0.330
H -2.78097 -0.79736 -2.52910 -0.24 0.11 0.01 0.320
H -4.00255 -2.25860 -1.23347 -0.43 0.13 0.00 0.434
H -4.83135 -0.75674 -0.66225 -0.09 -0.23 -0.07 0.425
H -3.11086 -2.56501 0.69146 0.14 0.07 0.11 0.247
H -4.28819 -2.20374 2.44948 -0.18 -0.01 -0.09 0.438
H -5.46335 -1.48017 1.31441 0.03 -0.08 0.09 0.390
H -4.93734 -0.18188 3.35904 0.12 0.02 -0.01 0.372
H -5.81642 1.36779 1.82218 -0.01 -0.24 -0.13 0.396
H -4.53547 1.00883 0.60958 -0.06 0.18 0.03 0.147
H -4.19163 2.00537 2.01234 -0.10 0.02 -0.12 0.292
H -2.78739 0.88821 3.25386 -0.11 0.04 -0.04 0.320
H -0.68380 3.78741 1.37254 -0.05 -0.33 -0.17 0.565
H 0.56174 4.56955 0.44983 0.07 -0.06 0.05 0.591
H 1.92260 2.43642 1.70515 0.11 0.11 0.06 0.345
H -0.39953 3.00329 3.31779 0.06 0.08 -0.03 0.229
H 1.06600 2.18694 3.81673 -0.04 0.20 0.26 0.297
H 0.91364 3.95720 4.03987 -0.04 -0.04 -0.01 0.398
H 2.81419 4.35958 2.80085 0.00 -0.08 0.01 0.320
H -0.18244 -2.26641 0.10168 0.04 0.05 -0.25 -0.040
```
Forces are in eV/Å.

Its lowest unoccupied orbital energy is -1.15 eV. The energy above the lowest of the compared OMol25 structures with the same formula, charge and spin is 0.00 kcal/mol. The value obtained for the HOMO energy is -8.67 eV. Its SMILES is Cc1ccc(C(C)C)c(OCC2=C(OCCNC[C@H](C)O)C(=O)C(C[C@H](C)O)=C(Br)C2=O)c1. The frontier orbital gap comes out at 7.5 eV.

(2)
This record from the OMol25 dataset describes a structure of composition C4H8FN2 at a distorted geometry. The level of theory is ωB97M-V/def2-TZVPD.

XYZ file:
```
15
Properties=species:S:1:pos:R:3:forces:R:3:mulliken_charge:R:1
C -0.79485 0.31405 -0.06604 0.88 2.24 0.67 -0.557
H 0.44263 -1.19179 -0.88091 -0.16 0.96 -0.08 0.154
F -0.63516 2.07359 -0.04196 -0.09 -1.75 -0.52 -0.480
C 0.45521 -0.06702 -0.85259 -0.36 -0.73 -0.39 -0.239
H 0.35812 0.34167 -1.87451 0.21 -0.11 0.44 0.235
C -2.07146 0.30564 -0.88134 -0.19 -0.68 -0.24 -1.443
H -1.93310 0.86394 -1.81955 -0.07 0.47 0.54 0.346
H -2.27398 -0.73123 -1.19958 0.05 0.53 0.50 0.298
H -2.91014 0.65974 -0.26374 0.25 0.08 -0.37 0.308
N -0.64750 0.15487 1.33833 -0.41 -0.47 -0.22 -0.754
H -0.30810 -0.81959 1.49984 -0.76 1.10 -0.29 0.504
H -1.57378 0.25582 1.76611 0.55 -0.26 -0.09 0.241
C 1.70432 0.35589 -0.24490 0.89 0.80 0.40 0.253
N 2.71891 0.69642 0.19467 -0.76 -0.47 -0.39 -0.509
H -1.17397 -1.67453 0.06723 -0.04 -1.70 0.03 0.641
```
Forces are in eV/Å.

Its lowest unoccupied orbital energy is 4.22 eV. The energy above the lowest of the compared OMol25 structures with the same formula, charge and spin is 73.13 kcal/mol. The total charge is -1. The value obtained for the HOMO energy is -2.00 eV. The frontier orbital gap comes out at 6.2 eV.